1.
Density functional theory data (wB97M-V/def2-TZVPD) for a cluster of 2 separate species, C4H7NO2 in total.

Calculated values
Largest force on an atom ... 0.7 eV/Å
Energy above the lowest of the compared OMol25 structures with the same formula, charge and spin ... 310.6 kJ/mol
E ... -9844.0606 eV

```
14
C4H7NO2 | the OMol25 dataset | wB97M-V/def2-TZVPD
O -1.356 1.248 -1.016
C -0.154 1.183 -0.897
C 0.553 -0.134 -0.636
N -0.236 -1.308 -1.035
C -0.572 -1.674 0.359
C 0.418 -0.622 0.835
O 0.921 -0.316 1.874
H 0.482 2.081 -0.988
H 1.584 -0.104 -1.010
H -1.058 -1.016 -1.557
H -1.600 -1.440 0.667
H -0.334 -2.708 0.631
H 0.335 2.552 1.376
H 1.017 2.257 1.397
```

2.
Density functional theory data (wB97M-V/def2-TZVPD) for a cluster of 13 separate species, C6H38NO13 in total in a non-equilibrium geometry.

Calculated values
Charge ... -1
Largest force on an atom ... 8.4 eV/Å
Energy above the lowest of the compared OMol25 structures with the same formula, charge and spin ... 568.6 kJ/mol
E ... -34945.4421 eV

```
58
C6H38NO13 | the OMol25 dataset | wB97M-V/def2-TZVPD
C 1.106 -1.518 -0.753
O 0.074 -2.365 -0.230
C 1.312 -0.107 -0.337
C 1.512 -0.089 1.301
C 2.504 1.011 1.717
C 2.497 1.044 3.289
C 3.927 1.076 1.229
N 0.185 0.701 -0.628
H 0.993 -1.622 -1.892
H 1.990 -2.129 -0.342
H 2.349 0.288 -0.690
H 1.772 -0.924 1.944
H 0.612 0.285 1.775
H 1.835 1.918 1.412
H 3.182 0.367 3.679
H 1.505 0.950 3.848
H 2.934 2.047 3.434
H 3.974 1.708 0.319
H 4.431 1.846 1.759
H 4.518 0.230 0.966
H -0.846 0.504 -0.434
H 0.264 1.638 -0.246
H -2.532 -3.574 0.502
H -3.330 -2.236 0.567
O -3.463 -3.196 0.692
H -1.783 2.445 1.235
H -2.628 3.487 0.507
O -1.874 2.862 0.486
H -1.700 0.795 -2.072
H -2.814 1.132 -3.167
O -1.950 1.417 -2.889
H -2.391 -1.592 -1.059
H -0.784 -1.695 -0.048
O -2.130 -1.349 -0.216
H -0.175 3.555 -1.408
H -1.010 3.044 -2.751
O -0.248 3.576 -2.386
H -2.254 -0.750 1.429
H -1.459 -1.569 2.619
O -1.640 -0.693 2.153
H -1.674 0.825 2.994
H -0.791 2.165 3.651
O -1.599 1.779 3.434
H -1.158 -3.394 -2.738
H -0.225 -3.156 -1.344
O -0.323 -3.407 -2.408
H 3.585 0.380 -2.517
H 3.678 -1.117 -2.282
O 4.260 -0.331 -2.351
H 1.244 1.308 -2.169
H 1.603 2.375 -3.225
O 1.934 1.645 -2.688
H 1.062 -2.231 2.336
H 0.015 -2.854 1.443
O 0.478 -2.938 2.312
H -3.564 1.272 -1.335
H -3.703 -0.081 -0.588
O -4.167 0.619 -0.958
```

3.
Density functional theory data (wB97M-V/def2-TZVPD) for a cluster of 2 separate species, C6H9NO in total in a non-equilibrium geometry.

Calculated values
Largest force on an atom ... 4.2 eV/Å
Energy above the lowest of the compared OMol25 structures with the same formula, charge and spin ... 799.6 kJ/mol
E ... -9897.3168 eV

```
17
C6H9NO | the OMol25 dataset | wB97M-V/def2-TZVPD
C 0.787 1.056 -0.225
C 1.571 -0.027 0.128
C -0.495 0.584 -0.414
C -1.417 -0.105 0.500
C 3.006 -0.220 0.238
C -2.841 -0.354 0.224
N -0.488 -0.807 -0.417
O 0.844 -1.149 -0.008
H 1.172 2.062 -0.096
H -1.325 1.575 -2.720
H -1.134 -0.103 1.488
H 3.085 -1.056 0.859
H 3.388 0.724 0.597
H 3.560 -0.571 -0.643
H -3.476 0.292 0.735
H -3.260 -1.379 0.609
H -2.978 -0.523 -0.855
```

4.
Density functional theory data (wB97M-V/def2-TZVPD) for a cluster of 2 separate species, C3H3NO in total in a non-equilibrium geometry.

Calculated values
Largest force on an atom ... 3.5 eV/Å
Energy above the lowest of the compared OMol25 structures with the same formula, charge and spin ... 439.0 kJ/mol
E ... -6691.9423 eV

```
8
C3H3NO | the OMol25 dataset | wB97M-V/def2-TZVPD
C 0.332 -0.816 0.577
C -0.240 1.553 0.099
C -0.094 -1.512 -0.425
N -0.881 1.430 -0.844
O 0.451 1.805 1.133
H -0.639 -0.954 -1.104
H 1.071 1.123 1.267
H -0.002 -2.630 -0.703
```